Below is a structure of composition C39H38CdF5N5OPS2Se3, with properties calculated with wB97M-V/def2-TZVPD.

Output
- energy relative to the best compared isomer or geometry (same formula, charge and spin) (kcal per mole) = 21.0
- gap between HOMO and LUMO (eV) = 5.41
- M (g mol⁻¹) = 1132.16
- electronic energy (eV) = -295710.6767
- LUMO energy (eV) = 1.631

ORCA input file:
```
! RIJCOSX wB97M-V def2-TZVPD def2/J DEFGRID3
* xyz -1 1
C -2.61096 -3.04230 1.30245
N -2.43693 -3.07114 -0.11742
H 5.05236 3.19824 -0.43373
H 1.53166 -6.35182 -1.96615
H -4.29832 1.55335 1.96578
O -1.64382 1.79569 2.02529
C 3.05749 -1.03669 3.35782
C -5.32624 -0.51337 0.28270
H -2.21270 4.30441 3.22268
C 3.94280 4.70799 -1.48255
H 2.58956 6.00903 -2.52774
H -5.50855 2.38680 0.93926
C -4.49184 1.99689 0.98989
H 0.49753 4.12328 4.62856
H 0.59128 1.69544 4.20638
C 4.52550 0.41188 4.68435
C 0.12731 1.75161 -4.47998
H -3.06422 -6.12517 1.53007
F 4.16924 -2.52030 1.87843
H -0.16978 1.90926 -6.59477
Se -1.35052 2.57999 -1.44609
H -0.33031 4.17109 1.68947
H -1.50063 -4.33703 -4.60769
H -2.85172 2.23184 4.32251
H 1.12283 2.30618 1.41560
C -1.83659 -3.36555 -2.73682
Se 0.98521 -0.01742 -0.33114
C 1.71991 4.08951 -2.15377
C -1.80397 -2.22293 -4.85829
C -0.15502 4.48416 3.82457
H -5.22332 -1.36205 -0.39378
C 0.68524 1.01080 -3.44094
H -1.73938 -4.26631 -2.14336
H 4.73745 5.44216 -1.43100
C -1.58942 -6.56301 -0.65453
H -0.57212 -7.63737 -2.20233
Se 1.33221 -1.62408 2.85207
H 3.24020 1.53473 -0.53262
C 5.49667 -1.13340 3.16470
C 1.89629 2.82300 -1.60032
C 1.50877 -0.58703 -5.04119
C 4.12088 3.45130 -0.92461
N 0.25270 1.79884 3.26463
N -2.18225 -2.02156 -0.69986
C -2.03287 -1.01058 -4.22543
C 1.05684 2.69285 2.42594
C 0.44731 4.10351 2.45684
P 0.53235 1.60843 -1.71879
C -0.49141 -6.85442 -1.45733
S -2.53614 -1.61450 2.30090
C -1.79536 2.49421 4.30334
C 2.73881 5.02576 -2.09872
H -5.03662 -0.83365 1.28317
H -1.31957 2.18100 5.23487
C 0.96002 0.15686 -6.07470
C -1.08510 1.90007 3.12259
H 1.68074 -4.56432 -0.24003
H 2.03386 -1.51022 -5.25307
H -2.52201 -7.10033 -0.78322
C -2.15905 -0.96409 -2.84441
H -2.08918 -0.09287 -4.79617
H -3.77456 2.80018 0.83503
C 3.27361 -0.03387 4.30578
C -1.50557 -5.55756 0.30270
H -0.21933 -4.06668 1.20279
H -2.30919 -0.01750 -2.33517
H 2.06193 2.68265 2.85084
C -1.60193 4.01617 4.08382
H -1.68699 -2.25559 -5.93474
H -2.00133 4.54574 4.95181
N -2.84963 -4.18961 1.85466
H 1.78389 -0.75197 -2.91733
F 2.23552 0.56786 4.92602
H -0.44420 2.64254 -4.24810
C 5.65592 -0.13848 4.11162
F 6.87887 0.28100 4.46730
H -0.15843 5.57371 3.90774
C -1.70167 -3.39413 -4.11386
S -4.21447 0.77615 -0.30133
C 1.37655 -0.16029 -3.72761
H 0.76749 4.34576 -2.60241
C -2.07191 -2.14234 -2.11648
Cd -1.45991 -0.13561 0.63927
N -2.60577 -5.32461 1.14248
H -6.36112 -0.17123 0.26311
C -0.30712 -4.84579 0.45432
F 6.58419 -1.67597 2.59703
C 0.26956 1.32908 -5.79223
C 3.10176 2.50979 -0.98379
F 4.65459 1.38129 5.60335
H 1.21834 4.82673 2.17741
C 0.68439 -6.13571 -1.32837
C 0.76593 -5.13035 -0.36591
C 4.23104 -1.55855 2.80747
H 1.06246 -0.17944 -7.09951
*
```